DFT (the ωB97M-V functional and the def2-TZVPD basis) results for C7H11N in the gas phase.

Properties
* LUMO energy: 1.042 eV
* orbital gap: 9.1 eV
* HOMO: -8.012 eV
* structure (SMILES): CCc1c[nH]cc1C
* calculated total energy: -328.06083 hartree

Cartesian coordinates (Å):
C: 1.13002 -0.52029 -2.39283
C: 0.54967 -1.26994 -1.16122
C: 0.37620 -0.35580 0.04922
C: 0.76133 -0.67787 1.32005
N: 0.05856 0.10523 2.20378
C: -0.75066 0.94385 1.49862
C: -0.62610 0.67026 0.16443
C: -1.54713 1.09069 -0.93142
H: 2.07765 -0.98078 -2.69056
H: 0.47793 -0.58896 -3.25988
H: 1.46974 0.48527 -2.13663
H: 1.28254 -1.99494 -0.83956
H: -0.46551 -1.58443 -1.39254
H: 1.52925 -1.34230 1.68605
H: 0.28675 0.29831 3.16267
H: -1.35637 1.69897 1.96989
H: -2.55018 0.66791 -0.87270
H: -1.67824 2.17759 -0.97031
H: -1.16633 0.79853 -1.90891



DFT (the ωB97M-V functional and the def2-TZVPD basis) results for 2 unconnected molecules or ions with the total composition C7H11N2O2.

Properties
* LUMO energy: 0.959 eV
* total charge: -1
* orbital gap: 2.2 eV
* HOMO: -1.241 eV
* calculated total energy: -532.83049 hartree

Cartesian coordinates (Å):
C: 4.69260 -1.91216 0.70819
C: 3.58688 -1.78313 -0.27952
C: 2.00042 -1.53638 0.05364
C: 0.84786 -2.60418 0.62623
N: -0.39722 -1.74512 0.66953
C: -0.12416 -0.31070 0.17258
N: 1.35007 -0.16017 -0.19763
H: 5.26910 -2.95655 0.72295
H: 5.07014 -1.08836 1.44931
H: 3.86748 -1.91281 -1.43202
H: 0.99703 -3.73562 0.89647
H: -1.34566 -2.10486 0.96167
H: -0.89535 0.56289 0.06198
H: 1.84607 0.70698 -0.55720
O: -1.69504 2.56978 -1.13434
C: -2.75828 3.11456 -0.52571
C: -3.93347 2.03060 -0.43900
O: -5.00110 2.57973 0.15732
H: -3.20748 4.00382 -1.00232
H: -2.61270 3.47657 0.50735
H: -3.48595 1.14731 0.04969
H: -4.07124 1.65782 -1.46916



DFT (the ωB97M-V functional and the def2-TZVPD basis) results for 2 unconnected molecules or ions with the total composition C7H11N2O2.

Properties
* LUMO energy: 3.213 eV
* total charge: -1
* orbital gap: 6.6 eV
* HOMO: -3.430 eV
* calculated total energy: -533.35427 hartree

Cartesian coordinates (Å):
C: -3.47235 1.18614 -1.25779
C: -2.04450 1.45458 -0.66972
O: -1.99235 2.05283 0.43467
O: -1.09651 1.31549 -1.47884
H: -3.36957 0.27038 -1.83969
H: -3.74935 2.04316 -1.86335
H: -4.13450 1.05961 -0.40099
C: 0.20679 -0.92970 1.25164
C: -0.48711 -1.87796 0.27090
C: 1.46716 -0.34654 0.71746
C: 2.76513 -0.56821 1.09734
C: 2.65989 0.91383 -0.53751
N: 1.43517 0.53041 -0.31504
N: 3.52869 0.16622 0.21094
H: -0.50707 -0.11179 1.39304
H: 0.33165 -1.35730 2.25071
H: -0.86501 -1.28214 -0.56494
H: 3.25745 -1.24326 1.77688
H: 2.96550 1.40199 -1.45108
H: 4.52325 0.27705 0.30605
H: -1.42677 -2.17572 0.75965
H: 0.00442 -2.77909 -0.09033



DFT (the ωB97M-V functional and the def2-TZVPD basis) results for a gas-phase ion, C7H11N2O2 (charge +1).

Properties
* LUMO energy: -4.841 eV
* total charge: +1
* orbital gap: 8.7 eV
* HOMO: -13.507 eV
* structure (SMILES): C[N+](C)(C)N1C#CCOC1=O
* calculated total energy: -532.81824 hartree

Cartesian coordinates (Å):
C: 1.27146 0.67316 2.43039
C: 0.64942 0.72490 1.37122
C: 0.16141 -1.52513 0.99485
C: 1.71203 -0.67043 2.76238
C: -1.03589 1.74710 -0.87065
C: -1.62837 -0.57536 -1.33923
C: 0.73036 0.15334 -1.57407
N: -0.16949 -0.06106 0.66147
N: -0.52094 0.39045 -0.90346
O: -0.33617 -2.41193 0.37654
O: 1.12991 -1.64209 1.89571
H: 2.80263 -0.80790 2.74357
H: 1.38091 -0.89213 3.82069
H: -2.12216 1.95920 -0.81090
H: -0.64527 2.53427 -0.16752
H: -1.01270 2.32311 -1.86459
H: -1.98456 -0.19542 -2.25036
H: -1.25666 -1.50405 -1.56984
H: -2.37800 -0.62669 -0.62283
H: 1.18700 -0.66469 -1.09417
H: 0.62258 0.10190 -2.63154
H: 1.44249 0.96946 -1.35764



DFT (the ωB97M-V functional and the def2-TZVPD basis) results for a gas-phase ion, C7H11N2O2 (charge +1).

Properties
* LUMO energy (alpha / beta): -3.642 / -8.204 eV
* total charge: +1
* orbital gap (alpha / beta): 7.6 / 6.6 eV
* spin multiplicity: 3
* HOMO (alpha / beta): -11.194 / -14.760 eV
* calculated total energy: -532.82700 hartree

Cartesian coordinates (Å):
C: -1.38283 -0.27297 -2.18215
C: -0.13135 -0.23681 -1.73340
C: -2.41448 0.44079 -1.32433
C: -1.14295 2.27312 -0.80418
C: 0.20405 0.30491 -0.24489
C: 2.28461 0.18709 1.07985
C: -0.48550 -1.56874 1.08749
N: -2.25230 1.63344 -1.05833
N: -0.06161 1.78593 -0.28916
O: 1.55058 0.04180 -0.13476
O: -0.61411 -0.14532 0.76088
H: -1.76441 -0.98795 -2.84866
H: 0.65021 -0.88153 -2.21377
H: -3.26381 -0.21725 -0.91796
H: -1.19660 3.32742 -1.08940
H: 1.94490 1.13677 1.60269
H: 3.44054 0.35908 0.99191
H: 2.23816 -0.63079 1.67559
H: 0.53061 -1.76550 0.90033
H: -1.16180 -2.14108 0.48343
H: -0.70837 -1.55140 2.12109
H: 0.51052 2.34265 0.29901



DFT (the ωB97M-V functional and the def2-TZVPD basis) results for 2 unconnected molecules or ions with the total composition C7H11N2O3.

Properties
* LUMO energy (alpha / beta): -3.915 / -4.109 eV
* total charge: +1
* orbital gap (alpha / beta): 7.5 / 7.1 eV
* HOMO (alpha / beta): -11.416 / -11.258 eV
* calculated total energy: -608.05894 hartree

Cartesian coordinates (Å):
C: 2.57168 0.74766 -0.77124
C: -1.79828 0.87487 0.21552
C: -0.23887 -1.36152 -1.26621
C: -0.33008 -2.47856 -0.20956
C: 1.31414 0.69720 0.99341
C: -0.59507 -1.06309 0.11349
C: -3.10096 1.38709 0.78216
N: 3.34282 0.11908 0.13173
N: 1.43312 1.22301 -0.20110
O: -1.06718 1.48371 -0.57406
O: 2.47928 0.05088 1.28366
O: -1.57527 -0.34410 0.66700
H: 3.11982 0.80453 -1.69465
H: 0.82966 -1.12952 -1.43298
H: -0.98461 -1.34990 -2.07340
H: -1.18274 -3.17967 -0.22375
H: 0.56526 -3.00447 0.09899
H: 0.62775 1.14248 1.68916
H: -4.02330 0.78998 0.82280
H: -3.41075 2.40880 0.48032
H: -2.73455 1.26582 1.78130
H: 4.12544 -0.49675 0.14424
H: 0.63268 1.41247 -0.75685